#1
This record from the OMol25 dataset describes a 2-piece molecular cluster, C3H8NO4 overall. The level of theory is ωB97M-V with the def2-TZVPD basis set.

Last column: natural (NBO) charge in e.
CARTESIAN COORDINATES (ANGSTROEM)
C 0.883 0.793 -1.242  -0.233
C -0.054 1.923 -0.816  -0.089
O -0.806 2.456 -1.907  -0.742
N 0.585 -0.481 -0.624  -0.724
C 0.679 -0.730 0.796  0.850
O 1.061 -1.892 1.083  -0.816
O 0.312 0.195 1.539  -0.786
H 1.950 1.068 -1.092  0.155
H 0.813 0.685 -2.325  0.183
H -0.662 1.563 0.005  0.216
H 0.508 2.766 -0.434  0.164
H -1.413 1.782 -2.224  0.457
H 0.893 -1.284 -1.148  0.372
H -1.177 -2.496 1.714  0.489
H -1.556 -1.634 0.593  0.477
O -1.978 -2.231 1.227  -0.972

- net charge = -1
- orbital gap (eV) = 8.081
- HOMO level (eV) = -4.491
- LUMO (eV) = 3.6
- multiplicity = 1

#2
This record from the OMol25 dataset describes a 2-piece molecular cluster, C3H8NO4 overall. The level of theory is ωB97M-V with the def2-TZVPD basis set.

Last column: natural (NBO) charge in e.
CARTESIAN COORDINATES (ANGSTROEM)
O -2.210 1.315 1.472  -0.810
C -1.962 0.471 0.466  0.719
O -2.881 -0.220 -0.103  -0.756
C -0.528 0.275 -0.021  -0.202
C -0.563 -0.735 -1.194  -0.073
O 0.774 -0.945 -1.703  -0.759
N 0.423 -0.053 1.034  -0.848
H -0.181 1.201 -0.380  0.189
H -1.359 -0.536 -2.111  0.217
H -1.052 -1.657 -0.697  0.168
H 1.397 -0.926 -0.965  0.479
H 0.047 -0.884 1.496  0.375
H 0.353 0.722 1.751  0.406
H 2.676 1.048 -0.329  0.446
H 2.005 0.367 0.884  0.483
O 3.062 0.558 0.401  -1.033

- net charge = -1
- orbital gap (eV) = 8.328
- HOMO level (eV) = -4.582
- LUMO (eV) = 3.7
- multiplicity = 1

Energy ordering: #1 at the bottom, the next structure 31.5 kcal/mol above.

#1
This record from the OMol25 dataset describes a 2-piece molecular cluster, C15H19N3O4 overall. The level of theory is ωB97M-V with the def2-TZVPD basis set.

Last column: natural (NBO) charge in e.
CARTESIAN COORDINATES (ANGSTROEM)
C 5.115 1.551 0.533  -0.567
H 5.099 2.559 -0.010  0.186
H 5.910 1.260 0.930  0.187
H 4.324 1.685 1.200  0.207
C 4.748 0.678 -0.697  -0.201
C 5.929 0.460 -1.619  -0.593
H 6.159 1.454 -1.959  0.213
H 5.545 -0.295 -2.581  0.189
H 6.808 0.037 -1.344  0.216
C 4.559 -0.809 0.155  -0.389
H 5.549 -1.359 0.593  0.211
H 3.902 -0.826 0.806  0.181
C 4.113 -1.816 -0.827  -0.198
N 2.840 -1.816 -1.376  -0.573
C 1.664 -2.059 -1.027  0.641
O 1.623 -2.805 0.168  -0.724
C 0.507 -1.387 -1.638  0.043
H 0.401 -2.153 -2.514  0.182
C -0.887 -1.438 -0.881  -0.483
C -0.795 0.073 -0.729  0.210
N 0.044 0.710 -1.683  -0.090
O 0.938 -0.358 -2.096  -0.377
C -1.815 0.790 -0.030  -0.167
C -2.677 0.185 0.854  -0.114
C -3.782 0.911 1.170  0.017
C -3.753 2.420 1.385  -0.074
C -2.680 3.237 0.618  -0.140
C -1.870 2.165 -0.155  -0.099
H -0.931 2.790 -0.641  0.240
H -2.688 4.166 0.632  0.182
H -4.444 2.886 1.884  0.207
N -4.682 0.409 2.094  0.506
O -5.477 1.025 2.886  -0.451
O -4.661 -0.719 2.186  -0.322
H -2.776 -0.745 0.783  0.219
H -0.643 -1.980 0.180  0.296
H -1.718 -1.790 -1.416  0.241
H 2.938 -1.103 -1.895  0.375
H 4.883 -2.295 -1.500  0.226
H 4.062 -3.063 -0.086  0.187
H 3.804 0.825 -0.859  0.199

- orbital gap (eV) = 7.660
- HOMO level (eV) = -8.910
- LUMO (eV) = -1.2
- multiplicity = 1

#2
This record from the OMol25 dataset describes one molecule with the formula C15H19N3O4. The level of theory is ωB97M-V with the def2-TZVPD basis set.

Last column: natural (NBO) charge in e.
CARTESIAN COORDINATES (ANGSTROEM)
C -2.247 -1.024 1.113  -0.106
C -2.157 0.072 -0.022  0.685
C -1.075 -2.136 0.989  -0.457
C 0.316 -1.800 1.344  -0.123
C 0.789 -1.564 2.642  0.003
C 1.360 -1.303 0.497  -0.150
C 2.572 -1.056 1.240  0.208
C 1.608 -1.589 -0.965  -0.191
C 3.812 -1.065 0.699  -0.308
C 2.860 -1.419 -1.568  -0.255
C 3.971 -1.204 -0.712  -0.183
C -0.187 1.411 -0.869  -0.181
C -0.599 2.550 0.089  0.789
C -0.422 1.966 -2.294  0.079
C 0.221 1.013 -3.332  -0.655
H -4.026 -2.069 0.737  0.375
H -4.035 -0.870 1.967  0.385
H -1.932 -0.402 2.018  0.209
H -1.051 -2.327 -0.096  0.206
H -1.419 -3.102 1.494  0.249
H 0.347 -1.723 3.689  0.229
H 2.825 -1.048 3.256  0.408
H 0.806 -2.082 -1.562  0.218
H 4.815 -0.938 1.051  0.237
H 2.867 -1.302 -2.608  0.220
H 4.950 -1.179 -1.226  0.216
H -0.320 -0.493 -0.299  0.445
H 0.846 1.153 -0.560  0.257
H -0.106 2.979 -2.372  0.190
H -2.206 1.933 -1.784  0.471
H 0.215 1.429 -4.399  0.220
H -0.574 0.152 -3.403  0.236
H 1.329 0.794 -3.210  0.212
H -0.973 2.570 1.983  0.500
N -3.523 -1.568 1.445  -0.841
N 2.115 -1.128 2.586  -0.544
N -0.935 0.207 -0.618  -0.668
O -3.178 0.749 -0.085  -0.628
O -0.693 3.706 -0.080  -0.556
O -1.776 1.939 -2.572  -0.698
O -0.715 1.961 1.279  -0.703

- orbital gap (eV) = 8.469
- HOMO level (eV) = -8.046
- LUMO (eV) = 0.4
- multiplicity = 1
- SMILES string = C[C@@H](O)[C@H](NC(=O)[C@@H](N)Cc1c[nH]c2ccccc12)C(=O)O

Energy ordering: #2 at the bottom, the next structure 402.8 kcal/mol above.

#1
This record from the OMol25 dataset describes an isolated ion of composition C2NO3S and charge -1. The level of theory is ωB97M-V with the def2-TZVPD basis set.

Last column: natural (NBO) charge in e.
CARTESIAN COORDINATES (ANGSTROEM)
C -1.200 -1.148 -0.861  0.033
C 0.700 1.092 0.738  1.002
N -2.199 -0.895 -1.356  -0.398
O 1.152 -0.264 -0.192  -0.858
O 1.690 1.797 0.912  -0.696
O -0.458 1.048 0.960  -0.666
S 0.315 -1.630 -0.201  0.582

- net charge = -1
- orbital gap (eV) = 8.099
- HOMO level (eV) = -4.669
- LUMO (eV) = 3.4
- multiplicity = 1
- SMILES string = N#CSOC(=O)[O-]

#2
This record from the OMol25 dataset describes an isolated ion of composition C2NO3S and charge -1. The level of theory is ωB97M-V with the def2-TZVPD basis set.

Last column: natural (NBO) charge in e.
CARTESIAN COORDINATES (ANGSTROEM)
C -1.212 0.044 -1.650  -0.020
C 0.937 0.055 1.305  0.961
N -2.331 0.064 -2.047  -0.391
O 0.884 -0.655 -0.068  -0.776
O 1.330 -0.712 2.149  -0.706
O 0.701 1.226 1.181  -0.723
S 0.425 0.183 -1.320  0.655

- net charge = -1
- orbital gap (eV) = 8.569
- HOMO level (eV) = -5.037
- LUMO (eV) = 3.5
- multiplicity = 1
- SMILES string = N#CSOC(=O)[O-]

Energy ordering: #1 at the bottom, the next structure 1.5 kcal/mol above.

#1
This record from the OMol25 dataset describes an isolated ion of composition C5H10N3O2 and charge +1. The level of theory is ωB97M-V with the def2-TZVPD basis set.

Last column: natural (NBO) charge in e.
CARTESIAN COORDINATES (ANGSTROEM)
C -0.143 0.254 -0.463  -0.009
C -0.881 1.417 -0.332  0.566
C 1.765 -0.670 0.737  -0.634
C -0.541 -1.586 1.346  -0.591
C 0.331 -0.979 0.212  -0.267
N 0.035 1.532 -2.332  -0.112
N 0.436 0.362 -1.745  0.357
N -1.557 1.729 0.748  -0.733
O 1.045 -0.549 -2.232  -0.285
O -0.787 2.242 -1.413  -0.237
H 1.959 0.423 0.873  0.222
H 2.610 -1.052 0.037  0.252
H 1.905 -1.290 1.733  0.241
H -0.704 -0.732 2.006  0.191
H 0.069 -2.299 1.868  0.241
H -1.379 -2.090 0.949  0.228
H 0.300 -1.743 -0.678  0.263
H -0.313 1.583 -3.287  0.441
H -1.930 0.984 1.325  0.439
H -2.221 2.464 0.646  0.424

- net charge = +1
- orbital gap (spin up / spin down) (eV) = 8.876 / 8.875
- HOMO level (spin up / spin down) (eV) = -14.000 / -14.000
- LUMO (spin up / spin down) (eV) = -5.1 / -5.1
- multiplicity = 1
- SMILES string = CC(C)c1c(N)o[nH][n+]1=O

#2
This record from the OMol25 dataset describes a 2-piece molecular cluster, C5H10N3O2 overall. The level of theory is ωB97M-V with the def2-TZVPD basis set.

Last column: natural (NBO) charge in e.
CARTESIAN COORDINATES (ANGSTROEM)
C 2.873 -1.223 -0.082  0.883
C -1.437 0.958 -1.201  -0.610
C -0.331 -1.119 -0.697  -0.637
C -1.381 0.110 1.230  -0.640
C -0.666 0.186 -0.168  0.097
N 1.014 1.904 0.484  0.578
N 2.276 -0.822 0.885  -0.835
N 0.542 0.927 0.154  0.098
O 3.163 -1.482 -1.157  -0.442
O 1.850 2.610 0.863  -0.139
H -1.011 0.792 -2.145  0.233
H -2.465 0.523 -1.281  0.263
H -1.342 2.016 -1.083  0.228
H -1.269 -1.619 -0.931  0.260
H 0.057 -1.877 0.011  0.255
H 0.378 -0.884 -1.544  0.242
H -1.924 0.985 1.774  0.262
H -2.100 -0.727 1.025  0.245
H -0.687 -0.195 2.070  0.236
H 2.461 -1.062 1.793  0.422

- net charge = +1
- orbital gap (eV) = 9.308
- HOMO level (eV) = -15.033
- LUMO (eV) = -5.7
- multiplicity = 1

Energy ordering: #2 at the bottom, the next structure 8.0 kcal/mol above.